(1)
DFT (the ωB97M-V functional and the def2-TZVPD basis) results for C5H7NO2 in the gas phase.

```
15
C5H7NO2 | the OMol25 dataset | the ωB97M-V functional and the def2-TZVPD basis
C 1.732 0.008 0.108
C -0.623 -1.274 0.133
C -0.534 0.802 1.118
C 0.463 -0.276 0.686
C -1.084 0.160 -0.167
N -1.284 0.930 -1.211
O 2.221 1.119 0.097
O 2.371 -1.104 -0.473
H -0.230 -1.751 -0.757
H -1.213 -1.927 0.754
H -0.949 0.732 2.120
H -0.394 1.893 1.081
H -1.308 0.693 -2.252
H 1.863 -1.866 -0.178
H -1.031 1.861 -1.058
```

## Properties
- ⟨S²⟩: 2.01
- Gap between HOMO and LUMO (alpha / beta): 0.2053 / 0.3144 hartree
- 2S+1: 3
- Highest occupied orbital energy (alpha / beta): -4.87 / -10.05 eV

(2)
DFT (the ωB97M-V functional and the def2-TZVPD basis) results for C2H5N3O3 in the gas phase.

```
13
C2H5N3O3 | the OMol25 dataset | the ωB97M-V functional and the def2-TZVPD basis
N 1.044 1.609 -0.055
N 0.382 0.697 0.833
C 0.011 -0.561 0.372
N 0.710 -1.399 -0.248
O 2.010 -0.925 -0.342
O -1.293 -0.959 0.703
C -2.263 -0.387 -0.059
O -2.085 0.419 -0.933
H 1.983 1.214 -0.149
H 0.626 1.457 -0.966
H -0.317 1.240 1.310
H 2.422 -1.663 -0.799
H -3.230 -0.742 0.333
```

## Properties
- Gap between HOMO and LUMO: 0.3750 hartree
- Highest occupied orbital energy: -9.40 eV

(3)
DFT (the ωB97M-V functional and the def2-TZVPD basis) results for 8 unconnected molecules or ions with the total composition C30H43FO24.

```
98
C30H43FO24 | the OMol25 dataset | the ωB97M-V functional and the def2-TZVPD basis
O -0.886 -4.138 3.616
C 0.110 -3.762 3.117
O 1.142 -4.546 2.713
C 1.976 -3.793 1.866
C 1.670 -2.339 2.256
F 1.571 -1.502 1.219
O 0.389 -2.457 2.875
H 3.049 -3.953 1.928
H 1.701 -3.914 0.812
H 2.335 -1.966 3.038
C 5.415 -2.399 -0.217
C 4.754 -1.906 -1.481
C 4.452 -3.054 -2.482
O 3.043 -3.113 -2.521
C 2.483 -2.125 -1.799
O 1.307 -1.993 -1.662
O 3.427 -1.424 -1.148
H 5.737 -1.593 0.443
H 6.335 -2.916 -0.517
H 4.827 -3.136 0.328
H 5.265 -1.072 -1.952
H 4.826 -4.033 -2.176
H 4.961 -2.839 -3.423
C -0.361 1.456 4.483
C -1.725 1.057 4.999
C -1.650 0.153 6.236
O -1.633 1.096 7.313
C -2.097 2.298 6.870
O -2.216 3.238 7.577
O -2.389 2.217 5.562
H 0.028 0.678 3.829
H 0.315 1.503 5.341
H -0.395 2.424 3.989
H -2.442 0.687 4.270
H -0.702 -0.384 6.303
H -2.452 -0.572 6.366
C 1.059 3.121 -4.180
C 2.474 2.839 -4.643
C 3.557 2.865 -3.545
O 4.216 1.588 -3.673
C 3.462 0.775 -4.426
O 3.613 -0.407 -4.479
O 2.504 1.461 -5.064
H 0.444 3.292 -5.065
H 1.014 4.025 -3.565
H 0.594 2.378 -3.535
H 2.722 3.568 -5.411
H 3.363 3.003 -2.484
H 4.318 3.616 -3.780
C 0.489 5.351 2.231
C 1.704 6.186 1.864
C 2.717 6.234 3.006
O 3.968 6.076 2.347
C 3.758 5.485 1.156
O 4.599 5.020 0.458
O 2.441 5.497 0.849
H -0.063 5.846 3.031
H 0.802 4.359 2.561
H -0.124 5.143 1.356
H 1.394 7.185 1.558
H 2.611 5.438 3.746
H 2.647 7.171 3.559
C -4.777 0.152 -2.353
C -5.953 -0.513 -3.031
C -5.778 -1.922 -3.603
O -6.970 -2.606 -3.253
C -7.568 -1.951 -2.227
O -8.501 -2.320 -1.605
O -6.900 -0.797 -1.971
H -5.110 1.005 -1.762
H -4.171 0.648 -3.123
H -4.104 -0.484 -1.783
H -6.358 0.214 -3.737
H -4.827 -2.355 -3.285
H -5.751 -1.909 -4.693
C -2.301 -3.008 -1.076
C -2.229 -4.365 -1.765
C -1.821 -5.542 -0.830
O -2.934 -6.419 -0.847
C -3.944 -5.902 -1.572
O -5.000 -6.405 -1.757
O -3.532 -4.769 -2.200
H -3.130 -2.458 -1.513
H -1.355 -2.517 -1.318
H -2.411 -3.087 0.005
H -1.581 -4.335 -2.639
H -1.633 -5.161 0.173
H -0.965 -6.091 -1.215
O 1.406 3.141 -1.050
C 0.738 2.345 -0.474
O 0.457 1.114 -0.955
C -0.650 0.549 -0.255
C -0.733 1.446 0.989
O -0.003 2.605 0.628
H -1.531 0.550 -0.897
H -0.452 -0.466 0.080
H -0.348 0.844 1.808
H -1.735 1.775 1.261
```

## Properties
- Gap between HOMO and LUMO: 0.3979 hartree
- Highest occupied orbital energy: -10.89 eV

(4)
DFT (the ωB97M-V functional and the def2-TZVPD basis) results for a molecular structure, C33H32NP2PdS3Si.

```
73
C33H32NP2PdS3Si | the OMol25 dataset | the ωB97M-V functional and the def2-TZVPD basis
Pd 0.199 -0.768 -0.186
S 2.081 -0.107 -1.546
P 0.589 -0.105 -2.924
C -0.699 -0.470 -1.849
P -2.215 -1.234 -1.597
S -1.905 -1.806 0.334
C -3.590 -0.101 -1.780
C -3.622 0.742 -2.892
C -4.687 1.611 -3.063
C -5.715 1.637 -2.128
C -5.680 0.802 -1.021
C -4.613 -0.068 -0.840
C -2.466 -2.597 -2.739
C -3.574 -2.649 -3.579
C -3.703 -3.699 -4.479
C -2.735 -4.689 -4.534
C -1.631 -4.640 -3.689
C -1.493 -3.598 -2.793
C 0.369 1.470 -3.747
C 1.027 1.746 -4.943
C 0.893 2.997 -5.525
C 0.105 3.964 -4.916
C -0.549 3.691 -3.722
C -0.416 2.445 -3.132
C 0.754 -1.355 -4.203
C -0.196 -1.377 -5.226
C -0.170 -2.392 -6.166
C 0.806 -3.378 -6.093
C 1.751 -3.355 -5.078
C 1.725 -2.347 -4.125
H -2.814 0.727 -3.614
H -4.715 2.269 -3.921
H -6.545 2.318 -2.261
H -6.478 0.832 -0.292
H -4.570 -0.708 0.032
H -4.335 -1.881 -3.533
H -4.565 -3.745 -5.131
H -2.840 -5.507 -5.234
H -0.879 -5.417 -3.732
H -0.636 -3.556 -2.131
H 1.638 0.989 -5.420
H 1.402 3.216 -6.454
H 0.001 4.939 -5.376
H -1.159 4.449 -3.250
H -0.920 2.222 -2.199
H -0.950 -0.601 -5.291
H -0.906 -2.413 -6.959
H 0.831 -4.166 -6.834
H 2.515 -4.120 -5.029
H 2.457 -2.322 -3.327
C 0.607 1.122 6.257
Si 1.443 1.646 4.674
C 3.178 2.246 4.997
C 0.442 2.965 3.815
C 1.601 0.083 3.602
C 2.304 -1.009 4.111
C 2.473 -2.188 3.392
C 1.922 -2.272 2.132
N 1.244 -1.245 1.619
C 1.089 -0.115 2.323
S 0.144 0.977 1.311
H 0.521 1.969 6.941
H 1.167 0.340 6.774
H -0.398 0.743 6.064
H 3.164 3.123 5.648
H 3.676 2.528 4.067
H 3.787 1.483 5.486
H 0.379 3.832 4.477
H -0.579 2.644 3.603
H 0.905 3.302 2.885
H 2.738 -0.944 5.103
H 3.020 -3.023 3.803
H 2.012 -3.155 1.513
```

## Properties
- Charge: +1
- Gap between HOMO and LUMO (alpha / beta): 0.2278 / 0.2292 hartree
- Highest occupied orbital energy (alpha / beta): -10.84 / -10.87 eV

Table of F_max (eV Å⁻¹), in record order: 5.91, 1.69, 2.09, 0.10
Table of relative energy (zero: lowest compared OMol25 entry of this formula, charge and spin) (kcal/mol), in record order: 39.4, 57.1, 0.0, 0.0
Table of molar mass (g mol⁻¹), in record order: 113.12, 119.08, 806.65, 735.28